# C7H9ClN2O3

A single C7H9ClN2O3 molecule (wB97M-V/def2-TZVPD, the Open Molecules 2025 dataset).

```
22
Properties=species:S:1:pos:R:3:nbo_charge:R:1
C 0.846 -1.577 -0.433 -0.183
C 0.021 -1.969 0.641 -0.142
C 1.116 -0.303 -0.688 0.065
C 0.324 0.840 -0.038 -0.324
C -1.069 0.296 0.176 0.076
C 1.004 1.204 1.361 -0.626
C -1.664 -0.185 -1.173 -0.661
N -0.992 -1.250 0.991 0.179
N 2.216 0.115 -1.495 0.513
O -1.778 -1.435 1.879 -0.406
O 2.866 -0.773 -2.015 -0.389
O 2.409 1.309 -1.569 -0.371
Cl -2.043 1.215 1.202 0.092
H 1.543 -2.253 -0.904 0.266
H 0.219 -2.935 1.141 0.235
H 0.149 1.795 -0.633 0.274
H 0.340 2.011 1.759 0.232
H 1.985 1.746 1.342 0.241
H 0.969 0.113 1.749 0.219
H -1.261 0.285 -2.062 0.230
H -2.784 -0.013 -1.156 0.242
H -1.492 -1.339 -1.298 0.238
```

Summary:
Kohn-Sham gap (alpha / beta) (hartree): 0.28779 / 0.28781
Multiplicity: 1
HOMO energy (alpha / beta) (eV): -8.97 / -8.97
Total energy (Eh): -1067.32566
LUMO energy (alpha / beta) (eV): -1.138 / -1.139